{"formula": "C4H3N3O", "method": "the ωB97M-V functional and the def2-TZVPD basis", "symbols": ["C", "H", "C", "O", "C", "H", "H", "N", "N", "C", "N"], "xyz": [[-0.58766, 1.16422, 0.04755], [-1.17418, -2.06756, 0.33511], [-0.64495, -1.18586, 0.08175], [-2.69034, -0.01299, -0.11075], [-1.43378, 0.00699, -0.04479], [-1.07560, 2.16644, 0.21652], [3.16232, -0.85317, -0.12114], [2.67820, 0.05022, -0.06968], [0.65748, -1.19217, 0.03752], [1.38368, 0.02770, -0.06533], [0.70810, 1.25337, 0.08079]], "total_energy_ha": -393.66121, "e_homo_ha": -0.3708, "relative_energy_kj_mol": 152.8, "homo_lumo_gap_ev": 7.63}